Model w:
C12H18N6 | ωB97M-V/def2-TZVPD

Atoms and positions in Å:
C: 7.159 -0.020 15.988
C: 8.109 -0.646 15.046
N: 8.874 -1.172 14.304
H: 6.703 0.874 15.561
H: 7.684 0.364 16.862
H: 6.396 -0.710 16.347
C: 9.680 0.556 22.035
C: 9.285 1.206 20.761
N: 9.019 1.786 19.747
H: 10.161 1.299 22.671
H: 10.303 -0.309 21.809
H: 8.776 0.165 22.503
C: 4.435 -0.723 16.457
C: 4.847 0.374 15.606
N: 5.133 1.296 14.943
H: 3.386 -0.917 16.233
H: 4.691 -0.326 17.440
H: 4.931 -1.655 16.187
C: 5.662 2.092 21.325
C: 6.704 1.085 21.397
N: 7.508 0.244 21.465
H: 5.464 2.305 22.376
H: 4.743 1.669 20.919
H: 6.046 2.996 20.853
C: 7.631 -0.718 19.259
C: 6.764 0.195 18.371
N: 6.172 0.935 17.727
H: 8.224 -0.145 19.972
H: 8.328 -1.332 18.689
H: 6.967 -1.299 19.898
C: 8.029 -3.416 19.088
C: 8.713 -4.248 20.114
N: 9.281 -4.871 20.906
H: 7.197 -4.088 18.875
H: 8.640 -3.309 18.192
H: 7.732 -2.429 19.442

Properties
SMILES string	CC#N.CC#N.CC#N.CC#N.CC#N.CC#N
multiplicity	1
LUMO	0.00074	hartree
HOMO-LUMO gap	10.11	eV

---

Model x:
C12H18N6 | ωB97M-V/def2-TZVPD

Atoms and positions in Å:
C: 4.552 -3.543 0.786
C: 3.536 -2.618 1.307
N: 2.590 -2.019 1.525
H: 5.488 -3.390 1.291
H: 4.559 -3.335 -0.279
H: 4.234 -4.567 1.029
C: -2.059 4.000 1.594
C: -1.440 3.046 2.515
N: -1.081 2.129 3.123
H: -1.484 4.885 1.473
H: -2.988 4.282 2.042
H: -2.258 3.546 0.622
C: -0.235 -5.073 -0.135
C: -0.096 -6.512 0.007
N: 0.114 -7.609 0.129
H: 0.747 -4.541 -0.240
H: -0.773 -4.650 0.762
H: -0.862 -4.856 -0.981
C: 0.872 5.021 -2.357
C: -0.210 5.505 -1.484
N: -1.021 5.948 -0.802
H: 0.991 3.915 -2.291
H: 1.745 5.472 -1.951
H: 0.592 5.243 -3.415
C: 0.324 -0.078 0.862
C: -0.062 1.190 0.134
N: -0.223 2.120 -0.473
H: 0.658 -0.718 -0.007
H: -0.426 -0.529 1.499
H: 1.173 0.050 1.450
C: -3.124 -0.022 -1.188
C: -2.271 -1.147 -1.494
N: -1.589 -2.034 -1.825
H: -3.368 0.055 -0.131
H: -4.069 -0.047 -1.682
H: -2.533 0.876 -1.414

Properties
SMILES string	CC#N.CC#N.CC#N.CC#N.CC#N.CC#N
multiplicity	1
LUMO	0.01486	hartree
HOMO-LUMO gap	11.83	eV

---

The most stable arrangement is model x, and the next structure is 0.2845 hartree less stable.

---

Model w:
C5H14NP | ωB97M-V/def2-TZVPD

Atoms and positions in Å:
C: -0.092 -1.728 -1.822
C: 1.479 -1.546 -0.016
C: -0.348 2.648 1.924
C: 0.875 0.554 -1.267
C: 0.763 -0.772 -1.103
N: -1.393 1.738 1.474
P: -1.667 0.423 0.808
H: -0.537 -2.329 -1.053
H: -0.708 -1.176 -2.534
H: 0.573 -2.473 -2.479
H: 2.286 -0.976 0.443
H: 1.843 -2.519 -0.250
H: 0.659 -1.790 0.804
H: -0.948 3.412 2.328
H: 0.299 2.068 2.656
H: 0.192 2.996 0.982
H: 1.691 0.924 -0.628
H: 0.348 1.359 -1.780
H: -0.828 -0.812 0.912
H: -1.792 0.423 -0.561
H: -2.695 -0.422 1.162

Properties
SMILES string	CN=[PH3].C=C(C)C
multiplicity	1
LUMO	0.03213	hartree
HOMO-LUMO gap	9.40	eV

---

Model x:
C5H14NP | ωB97M-V/def2-TZVPD

Atoms and positions in Å:
C: 1.140 -1.816 -0.035
C: 2.161 0.423 0.400
C: -1.804 1.602 0.233
C: 0.239 0.435 -0.871
C: 0.855 -0.346 0.266
N: -1.687 0.436 -0.552
P: -2.183 -1.022 0.150
H: 1.405 -1.823 -1.058
H: 1.964 -2.220 0.620
H: 0.249 -2.267 0.342
H: 2.518 0.673 -0.615
H: 3.080 -0.227 0.717
H: 1.990 1.425 0.926
H: -2.475 1.506 1.192
H: -0.847 1.753 0.834
H: -2.054 2.561 -0.258
H: 0.265 1.465 -0.920
H: 0.439 -0.071 -1.769
H: 0.328 -0.088 1.121
H: -2.170 -1.859 -1.087
H: -3.413 -0.539 0.364

Properties
multiplicity	1
LUMO	0.03467	hartree
HOMO-LUMO gap	8.46	eV

---

Model y:
C5H14NP | ωB97M-V/def2-TZVPD

Atoms and positions in Å:
C: -1.766 -2.150 0.756
C: 2.382 0.527 -1.314
C: 0.177 1.501 -1.245
C: -0.134 0.770 2.195
C: -1.151 -1.135 -0.198
N: 0.987 0.327 -0.982
P: 0.631 -0.775 0.253
H: -1.841 -1.728 1.755
H: -2.764 -2.430 0.422
H: -1.155 -3.049 0.813
H: 2.948 -0.362 -1.045
H: 2.468 0.685 -2.394
H: 2.810 1.391 -0.801
H: -0.850 1.219 -1.466
H: 0.183 2.187 -0.393
H: 0.579 2.021 -2.115
H: 0.678 1.471 2.284
H: -0.219 0.089 3.021
H: -1.061 1.184 1.844
H: -1.741 -0.219 -0.170
H: -1.160 -1.523 -1.221

Properties
multiplicity	1
LUMO	0.03136	hartree
HOMO-LUMO gap	8.54	eV

---

The most stable arrangement is model y, and the next structure is 0.0770 hartree less stable.

---

Model w:
C2H5N2O2 | ωB97M-V/def2-TZVPD

Atoms and positions in Å:
N: 0.485 1.056 -0.328
C: -0.442 0.875 -1.296
N: -0.227 0.502 -2.506
H: 1.329 1.585 -0.485
H: 0.648 0.456 0.502
H: -1.516 1.017 -1.102
H: -1.122 0.121 -2.807
O: 0.846 -0.331 2.099
C: 0.203 -1.420 1.996
O: 0.598 -2.457 1.453
H: -0.802 -1.404 2.475

Properties
multiplicity	1
total charge	-1
LUMO	0.15122	hartree
HOMO-LUMO gap	8.63	eV

---

Model x:
C2H5N2O2 | ωB97M-V/def2-TZVPD

Atoms and positions in Å:
N: 0.550 0.756 0.534
C: 1.469 -0.089 0.104
N: 2.299 0.051 -0.898
H: 0.725 1.638 0.091
H: -0.470 0.241 0.787
H: 1.581 -1.088 0.769
H: 3.026 -0.700 -0.846
O: -2.811 0.632 -0.925
C: -2.380 -0.146 -0.123
O: -1.608 -0.062 0.942
H: -2.380 -1.233 -0.435

Properties
multiplicity	1
total charge	-1
LUMO	0.16044	hartree
HOMO-LUMO gap	8.62	eV

---

The most stable arrangement is model w, and the next structure is 0.0051 hartree less stable.

---

Model w:
C20H21N3O3 | ωB97M-V/def2-TZVPD

Atoms and positions in Å:
C: -3.564 -3.390 0.483
H: -3.173 -4.114 1.201
H: -4.557 -3.059 0.777
H: -3.589 -3.854 -0.505
O: -2.749 -2.226 0.462
C: -1.487 -2.394 0.084
O: -1.000 -3.458 -0.209
C: -0.734 -1.080 0.028
N: 0.683 -1.347 0.004
C: 1.523 -0.663 0.845
O: 1.172 0.328 1.453
N: 2.778 -1.196 0.931
H: 3.042 -1.910 0.270
C: 3.861 -0.450 1.541
C: 4.734 0.217 0.509
C: 6.065 -0.141 0.351
C: 6.844 0.464 -0.621
C: 6.295 1.428 -1.448
C: 4.965 1.788 -1.299
C: 4.190 1.186 -0.325
H: 3.154 1.467 -0.199
H: 4.534 2.541 -1.941
H: 6.902 1.899 -2.207
H: 7.881 0.182 -0.733
H: 6.498 -0.894 0.995
H: 3.384 0.301 2.177
H: 4.452 -1.128 2.165
H: 0.929 -2.275 -0.312
H: -0.966 -0.475 0.910
C: -1.169 -0.294 -1.236
C: -2.581 0.166 -1.133
C: -3.658 -0.276 -1.841
N: -4.791 0.376 -1.435
C: -4.464 1.257 -0.444
C: -5.257 2.137 0.281
C: -4.636 2.916 1.233
C: -3.260 2.826 1.462
C: -2.467 1.957 0.747
C: -3.070 1.154 -0.222
H: -1.405 1.897 0.932
H: -2.815 3.456 2.218
H: -5.223 3.611 1.816
H: -6.321 2.207 0.102
H: -5.712 0.236 -1.813
H: -3.701 -1.013 -2.622
H: -0.500 0.566 -1.315
H: -1.033 -0.925 -2.117

Properties
SMILES string	COC(=O)[C@H](Cc1c[nH]c2ccccc12)NC(=O)NCc1ccccc1
multiplicity	1
LUMO	0.02586	hartree
HOMO-LUMO gap	8.51	eV

---

Model x:
C20H21N3O3 | ωB97M-V/def2-TZVPD

Atoms and positions in Å:
C: 2.380 -1.105 -3.164
O: 1.096 -1.325 -2.613
C: 0.881 -2.716 -2.340
C: -0.375 -3.012 -1.850
N: -0.502 -2.025 -0.836
C: -1.561 -1.388 -0.690
O: -2.429 -1.516 -1.393
C: -1.588 -0.301 0.311
N: -0.400 -0.273 0.854
N: -0.072 0.628 1.943
C: -1.156 1.368 2.423
O: -0.723 2.217 3.182
C: -2.198 1.572 1.816
C: -3.408 2.233 2.396
C: -4.606 2.302 1.724
C: -4.810 1.204 0.858
C: -3.772 0.521 0.391
C: -2.547 0.447 0.886
H: -4.289 -0.156 -0.456
H: -5.895 1.174 0.463
H: -5.367 2.910 2.099
H: -3.086 2.750 3.183
C: 1.193 0.513 2.397
C: 2.116 1.342 1.578
C: 2.459 2.751 1.819
C: 3.358 3.566 1.244
C: 3.746 3.286 -0.129
C: 2.838 2.048 -0.676
C: 2.354 1.106 0.175
H: 1.854 0.326 -0.198
H: 3.014 1.825 -1.751
H: 4.159 3.933 -0.892
H: 3.801 4.401 1.645
H: 2.643 2.956 3.026
H: 1.732 -0.430 2.288
H: 1.102 0.874 3.445
H: 0.086 -1.893 -0.223
C: -0.503 -4.716 -1.263
H: 0.144 -4.843 -0.690
H: -0.449 -5.378 -2.329
H: -1.464 -4.721 -0.902
H: -1.101 -3.085 -2.539
H: 1.855 -3.173 -1.714
H: 1.337 -3.409 -3.333
H: 2.295 -0.072 -3.592
H: 3.207 -1.156 -2.467
H: 2.652 -1.560 -4.105

Properties
SMILES string	COC[C@@H](C)NC(=O)c1nn(Cc2ccccc2)c(=O)c2ccccc12
multiplicity	1
LUMO	-0.02743	hartree
HOMO-LUMO gap	7.71	eV

---

Model y:
C20H21N3O3 | ωB97M-V/def2-TZVPD

Atoms and positions in Å:
C: 0.257 -2.842 0.070
C: 1.282 -1.941 -0.844
C: -0.654 -2.028 0.992
C: -1.470 -0.941 0.269
C: -0.943 0.211 -0.379
C: -2.918 -0.832 0.177
C: -3.120 0.328 -0.623
C: -4.023 -1.673 0.351
C: -4.417 0.817 -1.063
C: -5.302 -1.152 0.101
C: -5.463 0.053 -0.633
C: 3.106 -0.306 -0.404
C: 4.584 -0.567 -0.441
C: 2.938 0.982 0.476
C: 1.830 2.005 0.335
C: 1.696 2.885 -0.794
C: 0.987 2.233 1.474
C: 0.674 3.760 -0.776
C: 0.050 3.208 1.458
C: -0.025 4.016 0.404
H: 0.795 -4.293 1.355
H: 1.701 -4.348 0.014
H: -0.346 -3.442 -0.729
H: 0.020 -1.580 1.713
H: -1.255 -2.642 1.629
H: -0.061 0.785 -0.344
H: -1.757 1.706 -1.561
H: -3.934 -2.742 0.663
H: -4.604 1.754 -1.620
H: -6.214 -1.832 0.208
H: -6.491 0.413 -0.823
H: 2.328 -1.945 0.790
H: 2.731 -0.040 -1.429
H: 3.916 1.614 0.403
H: 2.786 0.488 1.451
H: 2.294 2.720 -1.761
H: 0.969 1.493 2.301
H: 0.727 4.523 -1.615
H: -0.638 3.332 2.268
H: -0.779 4.786 0.391
H: 5.870 -1.892 -0.348
N: 1.277 -3.761 0.684
N: -1.920 0.963 -0.889
N: 2.239 -1.339 0.001
O: 1.084 -1.581 -1.991
O: 5.248 0.434 -0.817
O: 4.947 -1.790 -0.093

Properties
SMILES string	N[C@@H](Cc1c[nH]c2ccccc12)C(=O)N[C@@H](Cc1ccccc1)C(=O)O
multiplicity	1
LUMO	0.01914	hartree
HOMO-LUMO gap	8.15	eV

---

The most stable arrangement is model w, and the next structure is 0.1170 hartree less stable.